ORCA calculation (wB97M-V/def2-TZVPD) on 6 unconnected molecules or ions with the total composition C32H71IN4O18PS5 in a non-equilibrium geometry.

Atoms and positions in Å:
1 C 6.35266 -2.33381 -1.24267
2 C 5.44836 -2.13937 -0.48450
3 N 4.39686 -1.70816 0.27033
4 C 3.21429 -1.47405 -0.28257
5 N 2.90977 -1.63554 -1.57436
6 C 2.08949 -2.90952 -1.74690
7 P 1.01681 -2.74141 -3.33147
8 C 1.79522 -1.31476 -4.20118
9 O -0.47724 -2.15832 -2.96215
10 C 1.27166 -3.21433 -0.47336
11 C 1.85718 -4.44095 0.29250
12 C 0.77150 -5.48730 0.70278
13 C 0.76465 -6.71885 -0.21502
14 C -0.34122 -6.65285 -1.26952
15 O -0.06457 -6.81020 -2.41577
16 O -1.61567 -6.44380 -0.84866
17 C -2.11974 -5.20679 -1.40601
18 C -3.03806 -5.43802 -2.59702
19 C 1.02277 -1.96269 0.40711
20 I 0.51708 -2.50541 2.50953
21 N -0.11971 -1.27210 -0.11539
22 C -0.29310 0.08991 0.37590
23 C -1.55541 0.68717 -0.32671
24 C -1.19632 1.78596 -1.34051
25 C -0.14534 1.35019 -2.38172
26 N 2.20581 -1.07415 0.52810
27 H 7.10217 -2.48947 -1.97681
28 H 4.55179 -1.56987 1.26140
29 H 3.72016 -1.59427 -2.18087
30 H 2.78954 -3.70984 -1.99281
31 H 1.64922 -0.41308 -3.59439
32 H 1.32560 -1.13659 -5.16460
33 H 2.87405 -1.46606 -4.26667
34 H -1.11019 -2.87048 -2.83520
35 H 0.28993 -3.54067 -0.82236
36 H 2.49261 -4.16040 1.13478
37 H 2.50554 -4.97805 -0.40761
38 H 1.01059 -5.77082 1.72947
39 H -0.19418 -4.97924 0.75709
40 H 1.73334 -6.95812 -0.65967
41 H 0.49798 -7.57770 0.41449
42 H -1.24044 -4.66807 -1.77958
43 H -2.62804 -4.60501 -0.65039
44 H -2.46137 -5.85636 -3.42209
45 H -3.42242 -4.47998 -2.96830
46 H -3.89569 -6.06215 -2.35275
47 H -0.93480 -1.83577 0.08733
48 H 0.52987 0.75192 0.11719
49 H -0.49255 0.15646 1.45427
50 H -2.03098 -0.11446 -0.90873
51 H -2.30483 1.01152 0.39577
52 H -0.85598 2.66058 -0.77938
53 H -2.12008 2.02493 -1.88397
54 H -0.65177 1.08078 -3.31005
55 H 0.44851 0.48609 -2.07030
56 H 0.55135 2.17134 -2.56693
57 H 2.55438 -1.04935 1.48050
58 O 3.70146 -7.85911 -2.84463
59 S 3.21484 -9.14338 -2.43239
60 O 3.06825 -9.47507 -1.04684
61 O 4.08267 -10.26996 -3.14506
62 C 5.51562 -10.20871 -3.01860
63 C 5.99069 -10.72576 -1.67473
64 C 1.68737 -9.46632 -3.22841
65 H 5.86858 -9.19209 -3.20054
66 H 5.91486 -10.83607 -3.81361
67 H 5.68313 -10.06253 -0.86624
68 H 7.07852 -10.79820 -1.65977
69 H 5.56595 -11.70804 -1.46830
70 H 1.78728 -9.27354 -4.29323
71 H 0.95909 -8.79235 -2.78448
72 H 1.40434 -10.50057 -3.04809
73 O 3.75833 -2.02748 4.91579
74 S 3.31327 -2.44021 6.21850
75 O 1.92255 -2.49352 6.53717
76 O 4.06469 -1.57279 7.31707
77 C 4.01633 -0.13637 7.20542
78 C 2.69760 0.42821 7.69589
79 C 4.05194 -3.98792 6.61816
80 H 4.22254 0.17060 6.17855
81 H 4.82862 0.24059 7.82421
82 H 1.87696 0.14219 7.03799
83 H 2.74147 1.51695 7.73064
84 H 2.46328 0.04975 8.69064
85 H 5.12007 -3.92718 6.42723
86 H 3.59632 -4.74362 5.98163
87 H 3.85487 -4.20964 7.66370
88 O -3.42261 3.21133 -3.44444
89 S -4.04358 4.01483 -4.45494
90 O -3.49691 5.28182 -4.82242
91 O -5.57812 4.19681 -4.08630
92 C -5.90297 4.68584 -2.76639
93 C -5.71652 6.18574 -2.65304
94 C -4.27671 3.04993 -5.91010
95 H -5.31914 4.15639 -2.01124
96 H -6.94890 4.43334 -2.60157
97 H -4.66316 6.45844 -2.72059
98 H -6.09901 6.54264 -1.69665
99 H -6.23761 6.70097 -3.46029
100 H -4.74413 2.10804 -5.63555
101 H -3.29619 2.87256 -6.34683
102 H -4.90086 3.60751 -6.60342
103 O -4.23759 4.91885 0.89697
104 S -2.87553 5.19764 1.23423
105 O -1.97313 4.15552 1.62655
106 O -2.83930 6.35337 2.33684
107 C -3.61987 6.18024 3.53308
108 C -2.94689 5.24668 4.52103
109 C -2.13961 6.11665 -0.07446
110 H -4.62464 5.83558 3.28336
111 H -3.71684 7.17102 3.97332
112 H -2.91973 4.22457 4.14271
113 H -3.48740 5.24419 5.46788
114 H -1.91608 5.55430 4.70056
115 H -2.79386 6.94329 -0.33207
116 H -2.02069 5.44709 -0.92572
117 H -1.16913 6.47675 0.25407
118 O -2.52033 9.18824 0.10313
119 S -2.09752 9.63336 1.39659
120 O -2.93230 9.48643 2.54616
121 O -1.62820 11.14877 1.28744
122 C -2.53826 12.10167 0.70256
123 C -3.61822 12.52861 1.67705
124 C -0.51746 8.94319 1.75773
125 H -2.96871 11.69935 -0.21598
126 H -1.93382 12.96356 0.42531
127 H -4.29626 11.70484 1.89951
128 H -4.20401 13.34703 1.25809
129 H -3.17909 12.85205 2.62091
130 H 0.13976 9.10631 0.90708
131 H -0.65815 7.87849 1.93102
132 H -0.12324 9.41968 2.65156

Forces on the atoms, in the same order (eV/Å):
-0.433 -0.036 0.058
0.293 0.627 -0.228
1.103 -0.055 -0.331
-1.021 0.827 0.440
0.659 -0.638 0.359
-1.041 1.930 -1.002
0.016 -1.582 -0.994
-0.434 0.427 1.380
0.531 0.689 0.378
0.639 -0.918 0.522
-0.155 -0.483 -0.836
1.051 0.771 0.417
-1.499 -0.295 0.835
1.330 -0.609 0.610
-0.178 0.125 -1.339
0.124 0.818 0.649
-0.292 -0.075 -1.011
0.186 0.292 -0.208
-1.781 0.288 -0.597
0.215 -0.135 0.356
1.839 0.500 0.566
-2.077 0.840 -0.281
0.398 -0.494 -0.570
-0.372 -0.350 0.192
-0.116 0.184 0.204
0.888 -1.427 0.299
0.264 -0.187 0.033
-0.102 0.033 0.051
0.071 -0.334 0.015
-0.086 -0.020 0.172
0.023 -0.023 -0.128
0.149 -0.312 -0.101
-0.104 -0.197 -0.390
0.030 -0.103 -0.230
-0.070 0.239 0.114
-0.164 0.139 0.011
0.114 0.182 0.117
-0.185 -0.209 -0.077
-0.091 -0.318 -0.052
-0.263 0.227 -0.144
0.041 -0.005 -0.081
-0.152 0.227 0.165
0.193 -0.366 0.336
-0.131 -0.297 0.107
-0.015 -0.008 0.229
0.113 -0.097 0.031
-0.175 0.112 -0.296
0.338 -0.440 0.091
0.446 -0.291 0.029
0.036 -0.043 0.163
0.175 0.245 0.006
-0.090 0.065 -0.146
0.327 0.366 0.302
0.195 0.002 -0.044
-0.130 0.045 0.109
-0.075 -0.077 -0.232
-0.575 0.223 0.231
0.167 0.162 0.417
-0.321 -0.630 -0.585
0.189 0.423 0.207
-0.208 0.132 -0.054
0.718 -0.087 0.209
-0.187 0.109 0.198
-0.079 -0.164 -0.152
-0.196 0.049 -0.002
-0.280 -0.013 -0.101
0.018 0.003 -0.016
-0.008 -0.014 -0.087
0.059 -0.027 -0.065
0.018 0.045 0.024
0.042 0.063 -0.054
0.072 -0.002 0.039
-0.254 0.135 -0.159
0.518 -0.241 0.600
-0.189 0.096 -0.389
0.089 -0.207 -0.195
-0.189 0.759 0.086
-0.211 -0.193 -0.111
0.092 -0.024 0.003
-0.008 -0.201 -0.043
0.088 -0.292 0.023
0.015 0.022 -0.002
0.088 -0.012 0.014
0.070 0.058 0.026
-0.011 0.025 0.010
-0.060 0.062 -0.019
-0.031 0.031 -0.009
0.256 0.119 0.131
-0.729 -0.102 -0.364
0.319 0.025 0.164
0.118 -0.187 -0.132
-0.150 0.411 0.652
0.237 0.064 -0.151
-0.056 -0.083 -0.021
0.091 -0.064 -0.146
0.022 -0.160 -0.262
-0.013 -0.004 0.022
-0.036 -0.086 0.009
-0.066 -0.023 0.042
-0.007 0.023 0.020
0.030 0.061 0.061
0.013 0.030 0.028
-0.075 -0.385 0.178
0.380 0.849 -0.218
-0.230 -0.302 0.030
0.107 -0.152 -0.391
-0.287 -0.092 0.745
0.111 -0.243 -0.185
-0.085 -0.071 -0.087
0.075 -0.022 -0.195
0.118 0.120 -0.298
-0.020 0.009 0.016
-0.022 0.084 -0.023
-0.042 0.074 0.051
0.031 0.030 0.039
-0.043 -0.110 0.084
0.008 -0.021 -0.026
-0.360 0.017 0.006
0.746 0.336 0.280
-0.320 -0.135 -0.117
0.127 -0.219 -0.048
-0.544 0.543 -0.141
-0.077 -0.254 0.151
0.132 0.021 -0.049
0.092 -0.176 0.055
0.240 -0.175 0.067
-0.004 0.017 -0.026
0.072 0.016 -0.046
0.027 0.075 -0.051
-0.021 0.035 0.005
-0.118 0.031 0.068
-0.037 0.011 -0.002

Values from the calculation:
HOMO	-10.831	eV
net charge	+1